Record 1
# C14H14O4S2

An isolated molecule of C14H14O4S2 at a distorted geometry (ωB97M-V/def2-TZVPD, the Open Molecules 2025 dataset).

Summary:
- LUMO energy (eV) = -0.1
- structure (SMILES) = O=C(CSCCSCC(=O)c1ccco1)c1ccco1
- Kohn-Sham gap (eV) = 8.43

Geometry as XYZ:
```
34
Properties=species:S:1:pos:R:3:forces:R:3
O 1.5858 -0.7735 -1.5358 0.07 -0.16 0.09
C 1.9320 -0.8482 -0.3764 0.20 0.19 0.28
C 1.8751 -2.1076 0.3586 -0.45 -1.15 -0.91
C 1.4699 -3.3521 -0.0736 0.25 0.89 0.17
C 1.6092 -4.2174 1.0262 0.18 0.19 0.49
C 2.0871 -3.4474 2.0485 -0.25 -0.78 -0.17
O 2.2506 -2.1813 1.6611 0.15 0.49 0.11
H 2.3376 -3.6862 3.0639 0.06 0.08 0.14
H 1.3864 -5.2636 1.0595 -0.03 -0.22 0.08
H 1.1212 -3.5891 -1.0574 -0.06 0.03 -0.23
C 2.4460 0.3422 0.4031 -0.45 0.65 -0.07
H 3.3668 0.6960 -0.0623 0.05 -0.11 0.05
H 2.6200 0.1161 1.4528 0.13 -0.04 -0.07
S 1.3035 1.7615 0.2735 0.11 -0.09 0.15
C 0.0219 1.3007 1.4840 0.49 0.15 -0.28
C -0.6597 -0.0189 1.1656 -0.55 -0.05 0.15
H -0.1694 -0.8469 1.6762 0.04 -0.02 -0.07
H -0.6733 -0.2198 0.0956 0.10 -0.05 0.06
S -2.3916 -0.0535 1.7394 -0.03 -0.09 -0.06
C -3.2671 0.5089 0.2344 0.20 -0.19 0.42
C -2.8288 1.9026 -0.1651 -0.27 -0.42 0.05
O -3.2468 2.8970 0.3901 0.11 -0.03 -0.12
C -1.8559 1.9699 -1.2452 0.41 1.40 -0.30
C -1.2503 3.0719 -1.8127 -0.46 -0.68 0.42
C -0.3776 2.5794 -2.7968 -0.04 -0.53 -0.16
C -0.5064 1.2187 -2.7672 0.42 0.65 -0.39
O -1.3927 0.8428 -1.8472 -0.29 -0.38 0.21
H -0.0121 0.4411 -3.3156 0.01 -0.16 0.00
H 0.2656 3.1488 -3.4347 0.17 0.06 -0.17
H -1.4220 4.0906 -1.5330 -0.09 0.20 0.11
H -4.3153 0.5241 0.5302 0.01 0.06 -0.10
H -3.0943 -0.2234 -0.5523 -0.12 0.07 -0.01
H 0.4707 1.2878 2.4777 -0.14 0.03 0.06
H -0.6859 2.1288 1.4350 0.05 -0.01 0.07
```
Forces are in eV/Å.


Record 2
# C3H9NS

An isolated molecule of C3H9NS (ωB97M-V/def2-TZVPD, the Open Molecules 2025 dataset).

Summary:
- LUMO energy (eV) = 1.0
- structure (SMILES) = CNCSC
- Kohn-Sham gap (eV) = 9.73

Geometry as XYZ:
```
14
Properties=species:S:1:pos:R:3:forces:R:3
C 2.0642 -0.6589 0.1247 0.05 -0.32 -0.70
S 1.1251 0.8768 0.2272 -0.06 0.27 0.25
H 2.5481 -0.7469 -0.8565 0.13 0.14 0.31
H 2.7991 -0.7277 0.9229 -0.02 0.13 -0.03
H 1.3993 -1.5161 0.1854 -0.13 -0.07 0.30
C -2.5122 -0.8024 -0.2229 0.24 0.06 -0.17
C -0.4176 0.3084 -0.5076 0.04 -0.37 -0.02
N -1.3506 -0.2543 0.4638 0.47 -0.20 -0.14
H -3.0453 0.0244 -0.6883 -0.23 -0.01 0.02
H -3.1557 -1.3035 0.4906 -0.17 0.00 0.07
H -2.2470 -1.5098 -1.0231 -0.04 -0.04 0.03
H -0.1048 -0.4364 -1.2642 -0.28 0.24 -0.07
H -0.9123 1.1402 -1.0127 0.17 0.02 0.01
H -0.8572 -1.0086 0.9369 -0.17 0.16 0.14
```
Forces are in eV/Å.


Record 3
# C36H92N4O12

A cluster of 12 separate species, C36H92N4O12 in total at a distorted geometry (ωB97M-V/def2-TZVPD, the Open Molecules 2025 dataset).

Summary:
- LUMO energy (eV) = 0.4
- structure (SMILES) = CC1(C)CCCC(C)(C)N1O.CC1(C)CCCC(C)(C)N1O.CC1(C)CCCC(C)(C)N1O.CC1(C)CCCC(C)(C)N1O.O.O.O.O.O.O.O.O
- Kohn-Sham gap (eV) = 8.24

Geometry as XYZ:
```
144
Properties=species:S:1:pos:R:3:forces:R:3
C 10.7299 -5.9683 31.5285 -2.01 -2.19 0.50
C 10.6338 -7.1267 32.6409 2.36 -0.87 0.68
C 11.7100 -6.6053 33.6404 -0.28 -0.43 0.24
C 11.7873 -7.3367 34.9488 -0.75 -1.43 0.71
C 10.4191 -7.4114 35.6508 0.25 0.60 -0.73
C 9.2713 -7.8936 34.7373 -0.90 -1.17 -0.63
N 9.3721 -7.1953 33.4044 1.48 1.30 0.55
O 8.2987 -7.3878 32.5367 -0.43 -1.01 -0.42
C 9.1511 -9.4788 34.7045 1.66 0.18 -0.51
C 7.9283 -7.4141 35.3358 -0.35 -0.10 0.57
C 11.1535 -8.5809 32.1527 -1.21 1.08 -1.11
H 10.1005 -5.1823 31.9458 0.33 0.35 -0.25
H 10.2402 -6.3535 30.6341 -0.11 0.24 -0.18
H 11.7342 -5.6594 31.2388 -0.01 -0.13 0.58
H 12.6714 -6.7247 33.1409 0.04 0.53 -0.09
H 11.4489 -5.5712 33.8652 0.34 0.26 -0.23
H 12.5290 -6.9654 35.6561 0.01 0.48 -0.15
H 12.0995 -8.3708 34.8032 0.15 -0.19 -0.32
H 10.1632 -6.3954 35.9514 -0.08 0.09 0.20
H 10.5134 -8.0206 36.5497 -0.30 -0.09 -0.02
H 8.4076 -9.8406 33.9943 -0.54 0.12 0.65
H 10.0281 -10.0466 34.3936 0.68 0.72 -0.86
H 9.2179 -9.9257 35.6964 -1.49 0.39 0.43
H 7.5923 -8.0246 36.1739 0.65 -0.05 0.44
H 7.9801 -6.3794 35.6747 0.04 0.05 -0.11
H 7.0271 -7.5354 34.7348 0.30 0.11 -0.74
H 10.4515 -9.0377 31.4550 -0.74 0.06 0.24
H 11.2955 -9.3217 32.9395 0.28 0.46 0.03
H 11.9895 -8.5267 31.4554 0.66 0.36 0.60
H 7.5694 -6.9162 32.9456 -0.03 0.26 -0.08
C 8.6040 -0.0613 24.6233 0.04 0.01 -0.16
C 8.5518 0.1252 23.0814 0.37 1.10 0.48
C 7.2911 -0.5540 22.5031 0.45 -0.20 -0.34
C 6.9783 -0.1780 21.0262 0.75 -2.95 0.96
C 6.9793 1.2704 20.7764 -1.67 -0.06 0.14
C 8.1087 2.0436 21.3591 2.70 0.67 0.39
N 8.4212 1.6493 22.7521 -0.98 -1.72 1.35
O 9.5217 2.3868 23.3634 -0.57 -0.74 -1.31
C 9.3362 1.9090 20.4528 -0.14 0.44 -1.52
C 7.7036 3.5385 21.2781 0.01 0.11 1.61
C 9.8479 -0.5891 22.5213 -0.30 1.18 -1.12
H 7.7168 0.2719 25.1618 -0.15 0.15 -0.29
H 9.4631 0.4031 25.1074 0.06 0.31 -0.38
H 8.7379 -1.1208 24.8414 -0.22 -0.19 -0.15
H 7.4898 -1.6199 22.6145 0.16 -0.27 -0.47
H 6.3761 -0.4907 23.0920 0.12 0.94 0.35
H 6.0536 -0.7192 20.8259 -0.53 0.66 -0.22
H 7.6361 -0.7406 20.3637 0.64 0.25 -0.02
H 6.0440 1.6140 21.2182 -0.11 0.49 -0.09
H 6.9518 1.4504 19.7017 -0.17 0.25 0.03
H 10.0963 2.6609 20.6651 -0.04 -0.08 0.06
H 9.8291 0.9665 20.2141 -0.23 -0.31 0.92
H 8.8716 2.1198 19.4896 0.53 0.56 -0.47
H 6.8000 3.6889 21.8687 -0.78 -0.27 -0.74
H 8.3023 4.2247 21.8771 1.04 -0.21 -0.35
H 7.6836 3.9337 20.2624 -0.35 -0.21 0.11
H 9.7401 -0.7728 21.4524 -0.30 -0.30 -0.06
H 10.1516 -1.5341 22.9716 -0.43 0.15 0.39
H 10.7043 0.0852 22.5119 0.03 0.14 0.58
H 9.0759 3.2123 23.5667 0.06 0.11 0.31
C 14.2019 -9.3251 20.2245 -1.05 -0.71 1.30
C 14.3008 -10.6082 21.2294 -1.27 1.28 -2.10
C 14.6410 -10.1189 22.6686 -0.79 0.04 -0.33
C 13.4502 -9.6371 23.5145 0.41 1.03 -1.61
C 12.4463 -10.7018 23.5284 -0.52 -0.94 -0.93
C 12.0047 -11.2935 22.1273 -1.68 -0.79 -0.72
N 13.0588 -11.4919 21.1083 2.63 1.51 4.18
O 12.6756 -11.9270 19.8711 -0.26 0.07 -0.32
C 11.4958 -12.7540 22.4371 0.06 1.37 0.42
C 10.8209 -10.4395 21.4869 0.75 -0.93 1.06
C 15.4321 -11.4334 20.7037 0.34 -1.66 0.27
H 15.1368 -8.7808 20.0905 0.12 -0.33 -0.01
H 13.4729 -8.6140 20.6130 0.02 0.21 0.37
H 13.7561 -9.5889 19.2655 0.47 -0.40 -0.14
H 15.1086 -10.9579 23.1838 0.41 0.14 0.08
H 15.3175 -9.3028 22.4148 0.46 -0.17 0.69
H 12.9921 -8.7744 23.0307 0.20 0.44 -0.03
H 13.5702 -9.3892 24.5691 0.97 0.27 -0.15
H 11.5941 -10.2493 24.0355 -0.50 -0.71 -0.08
H 12.9142 -11.4403 24.1794 -0.58 -0.76 -0.16
H 12.4216 -13.2654 22.7007 -0.34 -0.46 -0.06
H 10.8342 -12.7015 23.3017 -0.04 -0.17 0.14
H 10.9361 -13.2394 21.6376 0.36 0.07 -0.19
H 11.1474 -9.4554 21.1508 -0.01 -0.04 -0.09
H 10.3989 -11.0436 20.6837 -0.09 0.29 -0.25
H 10.0166 -10.3314 22.2145 0.01 0.12 0.03
H 16.4467 -11.1622 20.9956 -0.01 0.99 -0.69
H 15.2289 -11.6272 19.6505 0.72 0.20 -0.12
H 15.4185 -12.4179 21.1714 -0.53 -0.29 0.13
H 11.9408 -11.3525 19.6441 -0.25 0.28 -0.70
C 7.3503 -21.0629 24.7698 -0.08 1.04 0.26
C 7.7999 -22.0340 25.8391 0.41 -2.24 0.80
C 8.3624 -23.2779 25.1187 0.21 0.20 -1.78
C 9.7035 -23.0203 24.5201 2.56 -0.28 0.29
C 10.7944 -22.7169 25.5813 -1.11 0.40 -1.20
C 10.3345 -21.5297 26.4662 0.98 -0.77 -0.42
N 8.8904 -21.6148 26.8212 -0.13 -1.59 -0.34
O 8.5479 -20.6127 27.7585 -0.29 0.42 -0.70
C 11.2537 -21.7589 27.7204 -1.76 1.33 -0.07
C 10.6891 -20.2165 25.7007 0.48 0.40 0.99
C 6.5105 -22.5918 26.5809 1.55 0.61 -0.24
H 8.1356 -20.5599 24.2055 0.20 -0.07 0.30
H 6.7682 -20.3065 25.2962 -0.13 0.31 -0.35
H 6.7323 -21.5474 24.0139 -0.22 -0.11 0.28
H 8.4007 -24.2986 25.4991 -0.25 0.39 1.39
H 7.7765 -23.4470 24.2152 -0.73 0.16 0.08
H 9.7385 -22.2143 23.7871 -0.35 -0.01 -0.11
H 10.0375 -23.9386 24.0370 -0.09 0.04 -0.49
H 11.7240 -22.3808 25.1219 -0.10 0.17 -0.39
H 11.1445 -23.6357 26.0517 -0.72 -0.01 0.78
H 11.0689 -20.9477 28.4246 0.38 0.15 0.12
H 10.8904 -22.6588 28.2166 0.37 -0.19 -0.15
H 12.3018 -21.7916 27.4227 -0.13 -0.13 0.09
H 10.1498 -19.9856 24.7820 -0.43 -0.28 0.29
H 10.6106 -19.3957 26.4136 -0.57 0.25 -0.11
H 11.7351 -20.1263 25.4077 0.26 -0.63 0.07
H 5.7932 -22.9687 25.8518 -0.10 0.53 -0.16
H 6.1091 -21.7927 27.2041 -0.37 -0.31 0.10
H 6.7923 -23.4913 27.1282 0.09 0.32 0.51
H 8.1374 -21.0980 28.4780 0.08 -0.12 0.16
O 11.2677 -15.8437 15.0858 0.18 -0.12 0.13
H 10.9190 -15.9365 14.1992 -0.06 -0.06 -0.22
H 10.7424 -15.1465 15.4785 -0.13 0.21 0.13
O 13.3463 -16.8199 19.0905 0.07 -0.23 0.09
H 12.7652 -16.6122 18.3588 -0.14 0.02 -0.25
H 13.5037 -15.9783 19.5185 0.06 0.23 0.14
O 21.5760 -6.0021 24.3287 0.22 0.02 -0.10
H 20.9830 -5.3386 24.6813 -0.16 0.25 0.08
H 21.1318 -6.8336 24.4948 -0.08 -0.27 0.02
O 16.8698 -10.3871 14.0282 -0.15 0.15 0.07
H 17.7183 -10.1777 13.6377 0.21 0.10 -0.08
H 16.7972 -11.3382 13.9487 -0.06 -0.25 0.01
O 20.9403 -10.6468 25.6826 -0.05 0.11 -0.21
H 21.7091 -10.5831 26.2493 0.24 0.04 0.11
H 20.3059 -11.1487 26.1943 -0.19 -0.12 0.10
O 8.6219 -11.2927 15.3165 0.11 -0.15 0.16
H 9.0012 -10.9277 14.5170 0.15 0.09 -0.19
H 7.6926 -11.0689 15.2651 -0.25 0.04 0.03
O 18.1739 -3.0909 24.8359 0.22 -0.12 0.05
H 17.6977 -2.4334 25.3430 -0.08 0.18 0.16
H 17.5721 -3.3332 24.1320 -0.12 -0.09 -0.21
O 18.4311 -17.5688 23.6502 -0.03 -0.16 -0.13
H 18.6237 -16.6457 23.4857 0.04 0.23 -0.10
H 18.4733 -17.6567 24.6025 0.00 -0.07 0.24
```
Forces are in eV/Å.


Record 4
# C19H46N3Na3O9

A structure of composition C19H46N3Na3O9 at a distorted geometry (ωB97M-V/def2-TZVPD, the Open Molecules 2025 dataset).

Summary:
- charge = +3
- ⟨S²⟩ = 0.754
- LUMO energy (spin up / spin down) (eV) = -11.0 / -11.2
- multiplicity = 2
- Kohn-Sham gap (spin up / spin down) (eV) = 3.59 / 3.39

Geometry as XYZ:
```
80
Properties=species:S:1:pos:R:3:forces:R:3
Na 3.0790 0.2489 -4.0906 0.72 0.21 0.95
Na -0.6030 2.4079 -3.0510 -0.44 0.16 0.92
Na 0.0329 -0.4981 -4.7093 -1.53 -0.49 0.49
O 0.4975 -0.6479 -0.2647 -0.63 -0.71 0.70
C 0.5890 -0.1261 -1.4570 -3.46 2.53 -1.11
O 1.6980 0.1971 -1.8096 5.04 0.01 -2.67
O -0.4241 0.2842 -2.0966 -1.08 -0.89 -1.00
H 1.4249 -0.4652 -0.0969 0.73 -0.61 1.70
C -2.9285 -1.5044 -5.9967 -1.25 0.60 0.89
O -2.8081 -0.6800 -4.7917 2.19 -0.99 -1.98
C -3.8791 -0.8262 -3.9347 -1.46 1.39 0.30
C -4.0303 0.4795 -3.1004 -0.73 -1.49 -0.16
N -3.5454 0.2091 -1.7794 -0.08 0.11 0.35
C -3.5131 1.3793 -0.9300 -1.23 -0.33 0.87
C -2.9875 1.0586 0.4499 1.49 -0.70 0.22
O -3.8462 0.5196 1.3829 -1.09 -0.56 0.02
C -4.7386 1.3631 2.0602 -0.61 -0.66 1.53
H -3.1978 -2.5466 -5.8252 1.37 -0.50 0.63
H -2.0518 -1.2626 -6.5976 -0.31 -0.49 -0.28
H -3.8873 -1.2982 -6.4725 0.24 1.15 -0.62
H -3.8402 -1.7429 -3.3462 0.27 0.16 0.41
H -4.7964 -0.8994 -4.5190 -0.07 -0.15 -0.31
H -5.0908 0.7020 -3.2192 -0.10 0.34 0.92
H -3.5164 1.3675 -3.4685 0.35 0.14 -1.05
H -2.5994 -0.0904 -1.9683 0.34 -0.25 0.67
H -4.5451 1.6739 -0.7392 -0.15 0.44 -0.50
H -2.9742 2.2220 -1.3631 0.26 0.50 -0.26
H -2.4325 1.8529 0.9492 0.08 0.57 -0.46
H -2.3034 0.2229 0.3022 0.60 0.07 -0.06
H -5.1003 0.7629 2.8950 -0.09 -0.28 -0.02
H -5.6668 1.6282 1.5539 0.37 0.41 -0.59
H -4.2650 2.1747 2.6125 0.25 0.57 -0.66
C -2.3298 -5.9023 1.5923 -0.27 -0.60 1.66
O -1.1379 -5.1357 1.4567 0.77 0.82 -0.31
C -1.0721 -4.1239 2.4905 -0.38 -1.47 -0.66
C 0.0407 -3.1180 2.2215 -0.49 0.70 2.16
N 1.4214 -3.5073 2.5869 -2.31 -1.46 -3.58
C 1.8903 -4.6421 1.8335 1.30 0.69 0.44
C 3.3497 -4.3352 1.4590 0.36 -0.52 -0.82
O 3.7679 -3.0032 1.0924 -0.95 -0.48 0.25
C 3.2134 -2.4962 -0.1463 -1.01 -1.26 1.32
H -3.2483 -5.3160 1.5640 0.12 0.42 -0.07
H -2.2246 -6.3354 2.5871 -0.62 -0.25 0.22
H -2.4963 -6.7618 0.9431 0.92 0.42 -0.59
H -0.9504 -4.5304 3.4946 0.20 -0.50 0.10
H -2.0797 -3.7085 2.5064 0.27 1.04 0.03
H -0.1026 -2.2720 2.8936 -0.60 0.38 -0.37
H -0.0487 -2.8088 1.1801 0.63 0.18 -0.24
H 2.1234 -2.7855 2.5081 0.42 0.88 1.01
H 1.3187 -4.8888 0.9388 -0.89 0.35 0.42
H 1.9474 -5.5549 2.4265 -0.21 -0.18 0.23
H 3.3978 -5.0048 0.6003 1.11 -0.17 -0.10
H 3.9239 -4.6881 2.3156 0.69 0.42 -0.47
H 3.4430 -3.1367 -0.9978 0.95 0.39 -0.19
H 3.4052 -1.4242 -0.1916 0.52 -0.34 -0.32
H 2.1341 -2.6412 -0.1003 -0.46 0.34 0.11
C 6.7665 4.4678 0.2717 -0.16 0.56 0.29
O 5.3102 4.4942 0.2255 2.45 1.08 -0.28
C 4.6543 3.5610 1.0398 -0.51 0.46 -0.90
C 3.3041 4.1911 1.3566 -1.02 1.37 -0.17
N 2.2454 4.0589 0.3345 0.49 -0.26 0.04
C 1.6920 2.7570 0.2846 -1.10 -0.78 1.83
C 0.4176 2.6942 1.2647 0.36 -0.37 -1.26
O -0.3736 3.8199 1.0686 -0.43 0.91 -0.55
C -1.1376 4.2616 2.2206 1.19 0.16 -1.43
H 7.1745 4.8815 1.1939 -0.44 -0.44 0.65
H 7.2381 5.1718 -0.4140 -0.85 -0.06 -0.69
H 7.2266 3.4980 0.0822 -0.37 -0.30 0.04
H 5.1906 3.2650 1.9413 0.14 0.18 0.05
H 4.5785 2.7237 0.3460 -0.51 -0.94 0.54
H 3.3513 5.2798 1.3310 1.14 0.07 0.42
H 2.9133 4.0057 2.3571 0.15 -0.75 0.26
H 1.4368 4.5564 0.6792 0.19 1.21 -0.23
H 2.4075 2.0557 0.7141 0.07 -0.46 -0.30
H 1.4961 2.4778 -0.7506 -0.53 -0.33 -0.11
H 0.6854 2.7012 2.3212 0.54 -0.57 0.03
H -0.2004 1.8413 0.9839 0.16 -0.65 0.43
H -1.5318 5.2110 1.8581 -0.56 -0.23 0.42
H -0.4098 4.4880 2.9998 -0.33 -0.25 0.47
H -1.8723 3.4920 2.4571 -0.11 0.35 0.39
```
Forces are in eV/Å.


Number 1: DFT total energy -1639.16966 Eh. Number 2: DFT total energy -572.61943 Eh. Number 3: DFT total energy -2548.37180 Eh. Number 4: DFT total energy -2078.70308 Eh.